one) {
  "formula": "C3H8N2O2",
  "method": "ωB97M-V/def2-TZVPD",
  "symbols": ["N", "C", "O", "N", "C", "C", "O", "H", "H", "H", "H", "H", "H", "H", "H"],
  "coordinates": [[2.269, 0.677, -1.074], [0.949, 0.655, -0.662], [0.341, 1.686, -0.389], [0.390, -0.588, -0.599], [-1.007, -0.780, -0.222], [-1.293, -0.415, 1.239], [-1.593, 0.939, 1.435], [2.698, 1.576, -0.911], [2.846, -0.105, -0.796], [0.858, -1.339, -1.080], [-1.226, -1.839, -0.388], [-1.670, -0.189, -0.867], [-0.430, -0.746, 1.843], [-2.167, -0.981, 1.581], [-0.965, 1.449, 0.892]],
  "lowdin_charge": [0.14, -0.59, 0.04, 0.05, -0.16, -0.27, -0.07, 0.10, 0.10, 0.13, 0.12, 0.13, 0.12, 0.11, 0.05],
  "smiles": "NC(=O)NCCO",
  "gap_ev": 10.43,
  "molar_mass_g_mol": 104.1,
  "lumo_ev": 0.66,
  "charge": 0
}

two) {
  "formula": "C3H8N2O2",
  "method": "ωB97M-V/def2-TZVPD",
  "symbols": ["C", "C", "N", "C", "N", "H", "H", "H", "H", "O", "H", "H", "O", "H", "H"],
  "coordinates": [[0.077, -0.520, -1.134], [-1.259, -0.730, -0.959], [-1.402, -1.984, -0.423], [-0.130, -2.376, -0.049], [0.733, -1.448, -0.373], [0.672, 0.217, -1.651], [-2.098, -0.168, -1.326], [-2.156, -2.650, -0.491], [0.068, -3.330, 0.412], [1.881, 0.643, 1.791], [2.220, -0.060, 2.357], [1.174, 0.237, 1.282], [-0.149, 4.007, 0.519], [-0.444, 4.231, -0.364], [0.813, 3.931, 0.406]],
  "lowdin_charge": [-0.16, -0.12, 0.04, -0.20, 0.02, 0.10, 0.10, 0.15, 0.11, -0.07, 0.03, -0.01, -0.07, 0.02, 0.04],
  "smiles": "c1c[nH]cn1.O.O",
  "gap_ev": 9.86,
  "molar_mass_g_mol": 104.1,
  "lumo_ev": 0.74,
  "charge": 0
}

Best to worst by energy: one), two).

one) {
  "formula": "C3H8N2O2",
  "method": "ωB97M-V/def2-TZVPD",
  "symbols": ["C", "C", "O", "C", "N", "N", "O", "H", "H", "H", "H", "H", "H", "H", "H"],
  "coordinates": [[1.717, -0.914, 0.830], [1.098, -0.360, -0.443], [-0.220, -0.870, -0.603], [-1.282, -0.044, -0.128], [-1.808, 0.726, -1.250], [-1.096, 0.733, 1.151], [-1.091, 1.960, 0.987], [1.348, -0.385, 1.713], [2.806, -0.811, 0.810], [1.462, -1.971, 0.960], [1.681, -0.725, -1.295], [1.134, 0.735, -0.477], [-2.075, -0.750, 0.142], [-2.584, 1.280, -0.892], [-1.090, 1.397, -1.505]],
  "lowdin_charge": [-0.08, -0.27, -0.09, -0.43, 0.08, 0.05, 0.00, 0.06, 0.08, 0.08, 0.12, 0.12, 0.15, 0.07, 0.07],
  "smiles": "CCO[C@H](N)N=O",
  "gap_ev": 8.83,
  "molar_mass_g_mol": 104.1,
  "lumo_ev": -0.77,
  "charge": 0
}

two) {
  "formula": "C3H8N2O2",
  "method": "ωB97M-V/def2-TZVPD",
  "symbols": ["C", "N", "C", "N", "H", "H", "H", "H", "H", "H", "H", "O", "C", "O", "H"],
  "coordinates": [[-1.890, -0.589, -1.221], [1.045, 1.394, -0.260], [-0.141, 0.993, -0.736], [-0.558, -0.241, -0.684], [-1.969, -1.707, -1.169], [-1.980, -0.226, -2.214], [-2.701, -0.068, -0.593], [1.575, 0.835, 0.540], [1.197, 2.344, -0.382], [-0.769, 1.704, -1.313], [-0.125, -0.909, 0.043], [0.594, -1.458, 1.432], [1.603, -0.870, 1.986], [2.228, 0.173, 1.650], [1.891, -1.374, 2.921]],
  "lowdin_charge": [-0.06, 0.16, -0.18, -0.02, 0.10, 0.06, 0.11, 0.05, 0.07, 0.15, 0.11, -0.12, -0.47, -0.07, 0.11],
  "gap_ev": 9.77,
  "molar_mass_g_mol": 104.1,
  "lumo_ev": 0.53,
  "charge": 0
}

three) {
  "formula": "C3H8N2O2",
  "method": "ωB97M-V/def2-TZVPD",
  "symbols": ["C", "C", "N", "C", "N", "O", "O", "H", "H", "H", "H", "H", "H", "H", "H"],
  "coordinates": [[-1.651, -0.721, 0.737], [-0.722, -0.941, -0.444], [0.653, -0.570, -0.113], [0.983, 0.669, -0.112], [0.238, 1.775, -0.355], [2.278, 1.011, 0.180], [3.105, -0.208, 0.146], [-1.260, -1.197, 1.642], [-1.782, 0.344, 0.948], [-2.638, -1.143, 0.525], [-1.085, -0.416, -1.335], [-0.725, -2.007, -0.701], [-0.582, 1.648, -0.930], [0.786, 2.594, -0.592], [2.401, -0.840, 0.407]],
  "lowdin_charge": [-0.10, -0.28, 0.05, -0.50, 0.17, -0.02, 0.00, 0.08, 0.06, 0.07, 0.10, 0.11, 0.10, 0.11, 0.06],
  "smiles": "CC/N=C(\\N)OO",
  "gap_ev": 10.36,
  "molar_mass_g_mol": 104.1,
  "lumo_ev": 0.80,
  "charge": 0
}

Best to worst by energy: two), three), one).

one) {
  "formula": "C3H8N2O2",
  "method": "ωB97M-V/def2-TZVPD",
  "symbols": ["C", "C", "N", "H", "H", "H", "H", "H", "H", "N", "C", "O", "O", "H", "H"],
  "coordinates": [[-1.183, -1.078, 1.696], [0.258, -0.376, -0.008], [0.104, -1.356, 1.060], [-1.438, -1.895, 2.365], [-1.991, -0.988, 0.958], [-1.118, -0.124, 2.217], [-0.571, -0.171, -0.680], [0.682, 0.458, 0.539], [0.224, -2.286, 0.678], [1.272, 0.635, -1.425], [0.316, 1.772, -1.323], [-0.800, 1.572, -1.802], [0.829, 2.754, -0.788], [1.202, 0.179, -2.330], [2.212, 0.904, -1.158]],
  "lowdin_charge": [-0.10, 0.07, -0.14, 0.09, 0.09, 0.09, 0.08, 0.10, 0.10, 0.15, -0.82, 0.01, 0.02, 0.13, 0.13],
  "gap_ev": 7.92,
  "molar_mass_g_mol": 104.1,
  "lumo_ev": -1.47,
  "charge": 0
}

two) {
  "formula": "C3H8N2O2",
  "method": "ωB97M-V/def2-TZVPD",
  "symbols": ["C", "C", "C", "O", "N", "N", "H", "H", "H", "H", "H", "H", "O", "H", "H"],
  "coordinates": [[1.046, 1.376, -0.367], [0.154, 0.279, 0.026], [-0.256, -0.968, -0.121], [-0.366, -2.095, 0.297], [-1.458, 0.200, -0.609], [-2.606, 0.285, 0.213], [1.954, 1.336, 0.233], [0.544, 2.322, -0.138], [1.290, 1.375, -1.434], [-1.695, -0.136, -1.534], [-2.698, -0.548, 0.804], [-2.505, 1.090, 0.815], [2.234, -1.156, 0.773], [1.667, -1.893, 1.049], [2.694, -1.466, -0.008]],
  "lowdin_charge": [-0.08, -0.08, -0.38, 0.04, -0.07, 0.01, 0.08, 0.08, 0.08, 0.12, 0.08, 0.08, -0.05, 0.04, 0.05],
  "smiles": "CC1=C([O-])[N@H+]1N.O",
  "gap_ev": 9.24,
  "molar_mass_g_mol": 104.1,
  "lumo_ev": 0.66,
  "charge": 0
}

Best to worst by energy: one), two).

one) {
  "formula": "C3H8N2O2",
  "method": "ωB97M-V/def2-TZVPD",
  "symbols": ["C", "C", "N", "C", "N", "H", "H", "H", "H", "O", "H", "H", "O", "H", "H"],
  "coordinates": [[-0.852, -2.363, 0.515], [-1.992, -2.560, -0.203], [-1.658, -3.411, -1.224], [-0.342, -3.713, -1.066], [0.143, -3.166, 0.010], [-0.752, -1.588, 1.250], [-2.958, -2.116, -0.062], [-2.256, -3.593, -2.009], [0.248, -4.296, -1.736], [1.766, 4.192, 4.399], [2.689, 4.089, 4.141], [1.835, 4.210, 5.360], [1.132, 4.455, -3.236], [1.443, 4.723, -2.359], [1.554, 5.138, -3.781]],
  "lowdin_charge": [-0.17, -0.13, 0.04, -0.22, 0.04, 0.09, 0.10, 0.14, 0.11, -0.06, 0.03, 0.03, -0.07, 0.04, 0.04],
  "smiles": "c1c[nH]cn1.O.O",
  "gap_ev": 9.81,
  "molar_mass_g_mol": 104.1,
  "lumo_ev": 1.01,
  "charge": 0
}

two) {
  "formula": "C3H8N2O2",
  "method": "ωB97M-V/def2-TZVPD",
  "symbols": ["N", "C", "O", "N", "C", "C", "O", "H", "H", "H", "H", "H", "H", "H", "H"],
  "coordinates": [[-2.497, -0.088, 0.778], [-1.232, -0.378, 0.297], [-0.776, -1.517, 0.335], [-0.562, 0.694, -0.223], [0.714, 0.539, -0.918], [1.854, 0.038, -0.022], [1.957, -1.358, 0.035], [-2.874, -0.842, 1.333], [-2.640, 0.827, 1.180], [-1.122, 1.493, -0.478], [0.965, 1.533, -1.304], [0.621, -0.144, -1.772], [1.730, 0.494, 0.975], [2.803, 0.401, -0.431], [1.058, -1.690, 0.214]],
  "lowdin_charge": [0.14, -0.59, 0.04, 0.05, -0.16, -0.27, -0.08, 0.10, 0.10, 0.13, 0.12, 0.13, 0.12, 0.11, 0.05],
  "smiles": "NC(=O)NCCO",
  "gap_ev": 10.44,
  "molar_mass_g_mol": 104.1,
  "lumo_ev": 0.66,
  "charge": 0
}

Best to worst by energy: two), one).

one) {
  "formula": "C3H8N2O2",
  "method": "ωB97M-V/def2-TZVPD",
  "symbols": ["N", "C", "C", "O", "N", "C", "O", "H", "H", "H", "H", "H", "H", "H", "H"],
  "coordinates": [[-0.912, -2.308, 0.480], [-0.835, -0.815, 0.250], [0.203, -0.509, -0.884], [0.043, -1.153, -1.966], [0.560, 0.730, -0.765], [1.294, 1.264, 0.360], [0.255, 2.122, 1.068], [-0.507, -2.786, -0.236], [-1.886, -2.477, 0.432], [-0.860, -0.265, 1.141], [-1.733, -0.549, -0.379], [0.284, 1.359, -1.479], [1.717, 0.396, 0.970], [2.124, 1.878, 0.099], [0.254, 3.110, 0.909]],
  "lowdin_charge": [0.02, -0.14, -0.47, 0.02, 0.04, -0.14, -0.11, 0.01, 0.04, 0.08, 0.14, 0.15, 0.16, 0.10, 0.10],
  "smiles": "NCC(=O)NCO",
  "gap_ev": 9.63,
  "molar_mass_g_mol": 104.1,
  "lumo_ev": 0.34,
  "charge": 0
}

two) {
  "formula": "C3H8N2O2",
  "method": "ωB97M-V/def2-TZVPD",
  "symbols": ["N", "C", "O", "N", "C", "C", "O", "H", "H", "H", "H", "H", "H", "H", "H"],
  "coordinates": [[0.676, 1.534, -0.853], [1.206, 0.265, -0.864], [2.401, 0.096, -1.015], [0.328, -0.771, -0.759], [-1.021, -0.730, -0.216], [-1.081, 0.069, 1.104], [-1.957, -0.647, 1.964], [-0.132, 1.893, -0.387], [1.408, 2.185, -1.081], [0.651, -1.633, -1.156], [-1.697, -0.251, -0.937], [-1.286, -1.750, 0.051], [-1.515, 1.040, 0.899], [-0.074, 0.049, 1.504], [-2.010, -0.188, 2.808]],
  "lowdin_charge": [0.17, -0.64, 0.04, 0.05, -0.15, -0.25, -0.07, 0.07, 0.10, 0.14, 0.12, 0.13, 0.10, 0.12, 0.09],
  "smiles": "NC(=O)NCCO",
  "gap_ev": 10.11,
  "molar_mass_g_mol": 104.1,
  "lumo_ev": 0.62,
  "charge": 0
}

three) {
  "formula": "C3H8N2O2",
  "method": "ωB97M-V/def2-TZVPD",
  "symbols": ["C", "C", "C", "N", "N", "O", "O", "H", "H", "H", "H", "H", "H", "H", "H"],
  "coordinates": [[1.859, -0.580, 0.166], [1.791, 0.917, 0.338], [0.224, 0.388, -1.252], [-2.828, 0.034, -0.302], [0.719, -0.722, -0.807], [-3.104, -0.263, 1.067], [0.662, 1.429, -0.439], [2.845, -1.044, -0.065], [1.470, -1.078, 0.993], [1.615, 1.144, 1.401], [2.602, 1.411, -0.105], [-2.642, -0.869, -0.730], [-1.972, 0.557, -0.169], [-3.957, 0.268, 1.254], [0.714, -1.592, -1.349]],
  "lowdin_charge": [-0.13, -0.16, -0.14, -0.05, -0.01, -0.20, -0.11, 0.13, 0.08, 0.13, 0.10, 0.06, 0.02, 0.11, 0.14],
  "gap_ev": 9.63,
  "molar_mass_g_mol": 104.1,
  "lumo_ev": 0.71,
  "charge": 0
}

four) {
  "formula": "C3H8N2O2",
  "method": "ωB97M-V/def2-TZVPD",
  "symbols": ["C", "C", "N", "O", "C", "N", "O", "H", "H", "H", "H", "H", "H", "H", "H"],
  "coordinates": [[0.222, 2.346, 0.338], [0.751, 1.033, -0.364], [-0.550, 0.291, -0.580], [0.172, -0.561, -1.709], [-0.300, -0.741, 0.486], [-0.423, -1.959, 0.223], [-0.118, -0.414, 1.668], [0.884, 3.143, 0.385], [-0.859, 2.850, 0.057], [-0.065, 2.056, 1.469], [1.620, 1.069, -1.184], [1.267, 0.270, 0.527], [1.104, -0.974, -1.170], [-1.297, -2.424, 0.860], [-0.313, -2.338, -0.871]],
  "lowdin_charge": [-0.11, -0.27, 0.05, -0.21, -0.74, 0.10, 0.02, 0.01, 0.12, 0.10, 0.15, 0.16, 0.19, 0.23, 0.19],
  "smiles": "CCN(O)C(N)=O",
  "gap_ev": 10.29,
  "molar_mass_g_mol": 104.1,
  "lumo_ev": 0.18,
  "charge": 0
}

Best to worst by energy: two), one), three), four).

one) {
  "formula": "C3H8N2O2",
  "method": "ωB97M-V/def2-TZVPD",
  "symbols": ["C", "C", "C", "N", "N", "O", "O", "H", "H", "H", "H", "H", "H", "H", "H"],
  "coordinates": [[0.511, 0.897, 0.060], [2.152, -0.452, 0.066], [-1.046, -0.890, 0.424], [-1.784, 1.310, -0.351], [-0.713, 0.490, 0.097], [3.269, 0.287, 0.232], [-1.209, -1.643, -0.737], [0.658, 1.895, -0.341], [1.971, -0.941, 1.037], [-0.248, -1.283, 1.062], [-2.007, -0.919, 0.953], [-2.249, 0.870, -1.141], [-2.463, 1.407, 0.400], [3.505, 0.712, -0.602], [-0.346, -1.739, -1.160]],
  "lowdin_charge": [0.06, -0.14, -0.25, 0.08, -0.24, -0.15, -0.02, 0.07, -0.01, 0.12, 0.13, 0.09, 0.09, 0.08, 0.09],
  "gap_ev": 7.65,
  "molar_mass_g_mol": 104.1,
  "lumo_ev": 0.69,
  "charge": 0
}

two) {
  "formula": "C3H8N2O2",
  "method": "ωB97M-V/def2-TZVPD",
  "symbols": ["N", "C", "O", "O", "H", "H", "H", "C", "N", "C", "H", "H", "H", "H", "H"],
  "coordinates": [[2.222, 0.119, -2.460], [1.155, -0.632, -1.981], [1.287, -1.641, -1.349], [-0.059, -0.132, -2.311], [3.089, -0.129, -2.008], [2.074, 1.115, -2.378], [0.032, 0.387, -3.120], [-0.926, -0.796, 1.062], [-0.471, 0.154, 1.754], [-1.374, 0.845, 2.655], [-0.423, -1.051, 0.135], [-1.826, -1.352, 1.358], [-0.909, 0.929, 3.637], [-2.343, 0.345, 2.764], [-1.529, 1.841, 2.239]],
  "lowdin_charge": [0.15, -0.65, 0.10, 0.10, 0.10, 0.10, 0.11, -0.06, -0.09, -0.16, 0.03, 0.08, 0.07, 0.07, 0.07],
  "smiles": "NC(=O)O.C=NC",
  "gap_ev": 9.60,
  "molar_mass_g_mol": 104.1,
  "lumo_ev": 0.50,
  "charge": 0
}

Best to worst by energy: two), one).

one) {
  "formula": "C3H8N2O2",
  "method": "ωB97M-V/def2-TZVPD",
  "symbols": ["H", "N", "C", "N", "C", "H", "H", "H", "C", "O", "H", "H", "O", "H", "H"],
  "coordinates": [[0.352, -0.521, 1.338], [1.097, 0.159, 1.207], [1.387, 0.326, -0.021], [0.809, -0.275, -1.098], [0.798, -1.455, -1.512], [2.283, 0.904, -0.273], [0.202, -1.680, -2.393], [1.356, -2.268, -1.067], [-0.638, 2.043, 0.541], [-1.650, 1.364, 0.408], [-0.220, 2.623, -0.301], [-0.270, 2.333, 1.543], [-1.507, -1.385, 0.449], [-1.746, -0.400, 0.275], [-2.253, -1.767, 0.904]],
  "lowdin_charge": [0.03, 0.10, -0.37, 0.01, -0.01, 0.12, 0.08, 0.09, -0.14, -0.06, 0.09, 0.09, -0.11, 0.04, 0.03],
  "smiles": "[H]/N=C\\N=C.C=O.O",
  "gap_ev": 10.19,
  "molar_mass_g_mol": 104.1,
  "lumo_ev": 0.74,
  "charge": 0
}

two) {
  "formula": "C3H8N2O2",
  "method": "ωB97M-V/def2-TZVPD",
  "symbols": ["C", "C", "C", "N", "O", "O", "N", "H", "H", "H", "H", "H", "H", "H", "H"],
  "coordinates": [[0.258, -1.101, -0.917], [-0.920, -0.870, -1.799], [-0.232, 0.226, 1.286], [-0.240, 1.176, 2.266], [0.645, 0.562, 0.185], [1.788, 1.665, 0.287], [-0.811, -0.831, 1.026], [2.472, 1.191, 0.784], [0.202, 2.051, 2.019], [-1.098, 1.228, 2.791], [1.202, -0.804, -1.358], [0.343, -2.066, -0.439], [-1.043, 0.195, -2.006], [-0.728, -1.362, -2.762], [-1.837, -1.260, -1.365]],
  "lowdin_charge": [-0.02, -0.13, -0.62, 0.14, -0.15, -0.04, 0.17, 0.07, 0.09, 0.10, 0.09, 0.07, 0.08, 0.08, 0.07],
  "gap_ev": [8.80, 8.81],
  "molar_mass_g_mol": 104.1,
  "lumo_ev": [0.09, 0.09],
  "charge": 0
}

Best to worst by energy: one), two).